Record 1
# C17H43N9O22

A cluster of 11 separate species, C17H43N9O22 in total in a non-equilibrium geometry (ωB97M-V/def2-TZVPD, the Open Molecules 2025 dataset).

Structure (ORCA input):
```
! wB97M-V def2-TZVPD RIJCOSX def2/J DEFGRID3
* xyz 0 1
C -5.25 4.25 2.21
N -4.30 5.05 3.06
O -3.86 6.13 2.60
O -4.04 4.67 4.18
H -5.01 3.19 2.36
H -5.06 4.38 1.15
H -6.26 4.62 2.33
C 2.39 3.82 5.20
N 2.46 5.11 5.96
O 1.40 5.47 6.48
O 3.55 5.55 6.15
H 1.35 3.79 4.89
H 2.85 3.10 5.87
H 3.09 4.06 4.40
C -3.70 2.93 -3.06
N -2.80 3.12 -4.17
O -2.69 2.24 -4.98
O -2.09 4.20 -4.34
H -3.90 1.94 -2.66
H -4.65 3.25 -3.49
H -3.46 3.71 -2.34
C 3.28 -4.40 -4.84
N 3.28 -3.67 -3.54
O 2.65 -4.25 -2.62
O 3.81 -2.59 -3.45
H 2.23 -4.67 -4.96
H 3.95 -5.24 -4.67
H 3.73 -3.86 -5.68
C 2.40 3.66 -3.74
N 1.89 2.91 -4.98
O 1.98 1.66 -4.87
O 1.73 3.49 -6.03
H 3.18 4.35 -4.06
H 2.75 2.95 -2.99
H 1.56 4.27 -3.42
C -8.32 0.05 -6.62
N -6.89 -0.42 -6.38
O -6.58 -0.86 -5.32
O -6.10 -0.32 -7.32
H -8.56 0.78 -5.84
H -8.85 -0.86 -6.35
H -8.40 0.45 -7.63
C 5.18 -0.95 0.75
N 5.46 -0.22 2.03
O 4.53 -0.06 2.79
O 6.65 0.20 2.23
H 6.09 -1.36 0.31
H 4.62 -0.32 0.06
H 4.50 -1.76 0.99
C -2.44 -7.06 -2.34
N -1.87 -7.92 -3.46
O -0.73 -8.32 -3.31
O -2.58 -8.30 -4.40
H -2.83 -6.20 -2.89
H -1.65 -6.98 -1.60
H -3.32 -7.41 -1.81
C -0.15 7.22 -0.03
N 0.09 5.88 0.55
O -0.13 4.95 -0.15
O 0.59 5.76 1.62
H -0.44 7.08 -1.07
H 0.79 7.75 0.11
H -0.93 7.62 0.62
C 5.63 -4.62 6.39
C 4.49 -5.07 7.35
O 3.32 -4.32 6.76
C 2.86 -3.20 7.41
C 1.80 -2.45 6.48
O 3.30 -2.75 8.49
H 5.75 -5.33 5.58
H 6.56 -4.64 6.96
H 5.44 -3.66 5.92
H 4.33 -6.15 7.39
H 4.50 -4.69 8.37
H 2.16 -1.42 6.60
H 0.76 -2.66 6.73
H 1.88 -2.68 5.42
C -0.41 -0.48 0.98
C -1.59 -0.20 0.09
O -1.41 -0.59 -1.25
C -1.94 -1.63 -1.79
C -1.61 -1.73 -3.31
O -2.69 -2.42 -1.17
H -0.43 -1.51 1.34
H -0.34 0.18 1.84
H 0.50 -0.46 0.39
H -2.36 -0.82 0.56
H -1.98 0.82 0.11
H -1.07 -2.64 -3.56
H -1.09 -0.84 -3.67
H -2.51 -1.65 -3.93
*
```

**Molecular weight**: 725.57 g/mol
**Gap between HOMO and LUMO**: 0.367 Ha
**Lowest unoccupied orbital energy**: -0.34 eV
**Relative energy (zero: lowest compared OMol25 entry of this formula, charge and spin)**: 3.4356 eV
**Maximum force**: 0.1010 hartree/bohr
**Total energy**: -2820.63513 Ha
**SMILES string**: C[N+](=O)[O-].C[N+](=O)[O-].C[N+](=O)[O-].C[N+](=O)[O-].C[N+](=O)[O-].C[N+](=O)[O-].C[N+](=O)[O-].C[N+](=O)[O-].C[N+](=O)[O-].CCOC(C)=O.CCOC(C)=O

Record 2
# C2H4N2O

An isolated molecule of C2H4N2O in a non-equilibrium geometry (ωB97M-V/def2-TZVPD, the Open Molecules 2025 dataset).

Structure (ORCA input):
```
! wB97M-V def2-TZVPD RIJCOSX def2/J DEFGRID3
* xyz 0 1
C 0.18 -0.07 -0.59
O -1.02 0.75 -0.09
C -1.56 0.10 1.02
N -2.95 -0.26 0.76
N -2.16 -1.18 0.68
H 0.75 0.66 -1.19
H -0.28 -0.89 -1.19
H 0.80 -0.28 0.21
H -1.08 0.46 1.97
*
```

**Molecular weight**: 72.07 g/mol
**Gap between HOMO and LUMO**: 0.395 Ha
**Lowest unoccupied orbital energy**: 0.75 eV
**Relative energy (zero: lowest compared OMol25 entry of this formula, charge and spin)**: 3.2414 eV
**Maximum force**: 0.0813 hartree/bohr
**Total energy**: -263.24415 Ha
**SMILES string**: COC1N=N1

Record 3
# C14H16Cl3F9O2W

A structure of composition C14H16Cl3F9O2W in a non-equilibrium geometry (ωB97M-V/def2-TZVPD, the Open Molecules 2025 dataset).

Structure (ORCA input):
```
! wB97M-V def2-TZVPD RIJCOSX def2/J DEFGRID3
* xyz -2 3
C 1.88 0.27 -1.62
C 2.46 -0.45 -0.52
C 2.37 0.37 0.66
C 3.20 -1.75 -0.62
C 1.71 1.62 0.29
C 1.41 1.55 -1.12
C 0.82 2.64 -1.95
C 1.92 -0.18 -3.04
C 3.01 0.05 1.96
C 1.52 2.79 1.18
W 0.34 -0.16 -0.03
Cl 0.36 -2.45 -0.01
Cl -1.04 -0.19 -1.94
Cl 0.13 0.12 2.36
H 2.76 -2.37 -1.42
H 3.14 -2.29 0.34
H 4.26 -1.59 -0.85
H 2.81 -1.00 2.23
H 2.61 0.70 2.76
H 4.10 0.18 1.91
H 1.28 2.46 2.21
H 0.70 3.42 0.81
H 2.43 3.40 1.22
H 0.15 3.26 -1.33
H 0.24 2.23 -2.80
H 1.62 3.29 -2.35
H 1.66 -1.26 -3.10
H 2.93 -0.06 -3.46
H 1.21 0.40 -3.65
O -2.80 2.02 -3.76
H -3.36 2.82 -3.65
F -2.89 0.29 3.12
C -3.62 -0.09 2.05
F -4.83 -0.51 2.45
F -3.75 1.00 1.26
C -2.90 -1.27 1.26
O -1.99 -0.69 0.63
C -2.59 -2.53 2.23
F -3.79 -2.96 2.70
F -1.99 -3.54 1.57
F -1.80 -2.20 3.25
C -3.73 -1.74 -0.01
F -4.91 -2.25 0.37
F -3.97 -0.69 -0.84
F -3.06 -2.66 -0.73
*
```

**Molecular weight**: 677.46 g/mol
**Gap between HOMO and LUMO (spin up / spin down)**: 0.159 / 0.158 Ha
**Lowest unoccupied orbital energy (spin up / spin down)**: 4.45 / 4.43 eV
**Relative energy (zero: lowest compared OMol25 entry of this formula, charge and spin)**: 1.7830 eV
**Maximum force**: 0.1225 hartree/bohr
**Total energy**: -3040.08892 Ha
**Expectation value of S²**: 2.01

Record 4
# C16H10B3F2NNaO29S2

A structure of composition C16H10B3F2NNaO29S2 in a non-equilibrium geometry (ωB97M-V/def2-TZVPD, the Open Molecules 2025 dataset).

Structure (ORCA input):
```
! wB97M-V def2-TZVPD RIJCOSX def2/J DEFGRID3
* xyz -3 1
Na -31.24 -0.47 -14.54
O -31.75 -2.41 -16.16
C -31.73 -3.18 -17.07
O -31.70 -2.81 -18.35
B -31.40 -3.98 -19.19
O -31.25 -5.12 -18.27
C -31.45 -4.68 -17.01
O -31.46 -5.39 -16.07
O -30.24 -3.78 -20.07
C -30.55 -4.13 -21.28
O -29.83 -4.16 -22.25
C -32.03 -4.60 -21.30
O -32.52 -4.34 -20.10
O -32.55 -5.13 -22.24
O -29.87 -3.97 -6.79
C -30.66 -3.79 -7.67
O -30.50 -4.06 -8.94
B -31.73 -3.68 -9.68
O -32.69 -3.22 -8.65
C -32.07 -3.17 -7.47
O -32.60 -2.78 -6.47
O -31.39 -2.54 -10.58
C -31.64 -2.84 -11.83
O -31.53 -2.17 -12.82
C -32.12 -4.33 -11.83
O -32.19 -4.75 -10.56
O -32.50 -4.97 -12.75
O -27.79 -8.00 -15.49
C -27.54 -6.83 -15.41
O -28.37 -5.84 -15.64
B -27.66 -4.58 -15.42
O -26.27 -4.93 -15.15
C -26.17 -6.23 -14.99
O -25.21 -6.87 -14.69
O -28.25 -3.80 -14.32
C -28.63 -2.61 -14.71
O -29.11 -1.69 -14.11
C -28.36 -2.57 -16.26
O -27.88 -3.74 -16.62
O -28.68 -1.70 -17.02
N -30.42 0.88 -12.58
S -31.38 1.57 -11.52
O -32.70 1.82 -12.04
O -30.86 2.58 -10.62
F -31.57 0.33 -10.53
S -30.06 2.38 -13.35
O -29.19 3.29 -12.66
O -31.07 2.93 -14.22
F -29.00 1.68 -14.31
C -35.06 0.46 -16.48
C -33.94 1.13 -15.72
O -32.68 0.81 -16.33
C -32.45 1.69 -17.43
C -31.09 1.31 -17.99
H -35.28 0.79 -17.50
H -34.73 -0.58 -16.57
H -36.00 0.48 -15.94
H -34.12 2.19 -15.53
H -33.93 0.58 -14.77
H -33.21 1.48 -18.19
H -32.56 2.74 -17.14
H -30.73 1.90 -18.84
H -31.03 0.27 -18.33
H -30.29 1.51 -17.27
*
```

**Molecular weight**: 837.79 g/mol
**Gap between HOMO and LUMO**: 0.304 Ha
**Lowest unoccupied orbital energy**: 4.69 eV
**Maximum force**: 0.1006 hartree/bohr
**Total energy**: -4086.29414 Ha

Record 5
# C26H22ClN2

A cluster of 2 separate species, C26H22ClN2 in total in a non-equilibrium geometry (ωB97M-V/def2-TZVPD, the Open Molecules 2025 dataset).

Structure (ORCA input):
```
! wB97M-V def2-TZVPD RIJCOSX def2/J DEFGRID3
* xyz 1 1
C -5.70 -0.54 0.61
N -4.68 0.08 1.44
C -5.15 0.44 2.77
C -3.31 0.01 1.13
C -2.68 1.00 0.32
C -1.33 0.93 0.02
C -0.50 -0.14 0.42
C 0.93 -0.06 0.30
C 1.77 -1.22 0.55
C 2.98 -0.77 1.17
C 3.92 -1.66 1.69
C 3.68 -3.03 1.56
C 2.47 -3.49 0.99
C 1.49 -2.58 0.54
C 2.96 0.68 1.20
C 1.73 1.13 0.59
C 1.43 2.49 0.71
C 2.40 3.38 1.19
C 3.63 2.94 1.70
C 3.89 1.56 1.74
C -1.15 -1.12 1.24
C -2.49 -1.05 1.58
H -5.25 -0.89 -0.33
H -6.15 -1.39 1.13
H -6.49 0.17 0.38
H -4.33 0.83 3.37
H -5.94 1.21 2.70
H -5.59 -0.43 3.28
H -3.30 1.82 -0.05
H -0.87 1.74 -0.57
H 4.85 -1.28 2.12
H 4.42 -3.75 1.90
H 2.29 -4.56 0.89
H 0.52 -2.93 0.19
H 0.44 2.87 0.45
H 2.21 4.46 1.16
H 4.38 3.65 2.07
H 4.83 1.17 2.14
H -0.58 -1.94 1.68
H -2.97 -1.83 2.17
Cl 1.08 0.28 -7.22
C 1.05 0.23 -5.53
C 2.07 0.80 -4.76
C 2.01 0.73 -3.36
N 0.99 0.14 -2.70
C -0.01 -0.41 -3.43
C -0.01 -0.39 -4.84
H 2.90 1.28 -5.24
H 2.82 1.19 -2.77
H -0.84 -0.89 -2.91
H -0.82 -0.84 -5.39
*
```

**Molecular weight**: 397.93 g/mol
**Gap between HOMO and LUMO**: 0.195 Ha
**Lowest unoccupied orbital energy**: -5.62 eV
**Maximum force**: 0.0373 hartree/bohr
**Total energy**: -1573.38622 Ha

Record 6
# C2H5N2O

A cluster of 2 separate species, C2H5N2O in total in a non-equilibrium geometry (ωB97M-V/def2-TZVPD, the Open Molecules 2025 dataset).

Structure (ORCA input):
```
! wB97M-V def2-TZVPD RIJCOSX def2/J DEFGRID3
* xyz 1 1
C 0.85 -0.75 0.15
C 0.00 0.14 -0.64
N -2.72 -0.04 0.37
N 1.06 0.66 0.30
O -3.68 0.12 -0.16
H 0.12 -1.21 0.86
H 1.66 -1.39 -0.33
H -0.16 0.40 -1.67
H 0.87 1.11 1.22
H 1.98 0.96 -0.10
*
```

**Molecular weight**: 73.07 g/mol
**Gap between HOMO and LUMO (spin up / spin down)**: 0.403 / 0.238 Ha
**Lowest unoccupied orbital energy (spin up / spin down)**: -3.81 / -5.76 eV
**Relative energy (zero: lowest compared OMol25 entry of this formula, charge and spin)**: 6.3262 eV
**Maximum force**: 0.0712 hartree/bohr
**Total energy**: -263.48182 Ha